Density functional theory data (ωB97M-V with the def2-TZVPD basis set) for 3 unconnected molecules or ions with the total composition C34H67N5O5P.

```
112
Properties=species:S:1:pos:R:3:forces:R:3:mulliken_charge:R:1
C 3.88578 -5.30872 -2.45787 0.0 0.1 0.1 -0.741
C 3.20566 -5.40175 -1.29368 0.1 -0.2 -0.1 -0.314
C 2.49217 -4.25562 -0.64045 1.7 -0.4 1.3 -0.622
N 1.19730 -3.97770 -1.26944 -0.5 -0.7 -0.7 0.540
C 0.23772 -4.87043 -1.78985 -0.2 -1.0 1.1 -0.364
P 0.45386 -6.71478 -1.85652 3.3 -1.0 -1.0 0.187
O -0.51681 -7.30049 -3.03027 -0.8 0.2 1.2 -0.425
O -0.03126 -7.33638 -0.40206 -0.7 1.0 -0.6 -0.473
C -0.80037 -4.13923 -2.22086 -0.9 0.1 -0.8 0.087
C -2.04722 -4.73818 -2.81856 -0.6 0.7 0.6 -0.895
C -3.31567 -3.88194 -2.64758 0.4 -0.2 0.4 -1.160
C -3.54403 -3.43994 -1.18896 -0.4 0.2 0.0 0.427
C -5.02467 -3.49480 -0.74783 0.2 0.7 0.5 -0.632
C -5.43869 -2.13712 -0.17123 -0.5 -0.1 -0.1 -1.340
N -0.48479 -2.79897 -2.00833 -0.5 -1.0 0.1 1.144
N -1.28251 -1.71966 -2.37078 0.3 0.2 -0.5 -0.944
C -0.68293 -0.83115 -3.38598 0.0 -0.2 -0.4 -1.063
C 0.11812 -1.55461 -4.46355 0.5 0.7 -0.5 0.180
C 0.87437 -0.50537 -5.31743 -0.1 -0.4 0.0 -1.404
C 0.70232 -2.77568 -1.41522 1.4 2.0 0.3 0.595
C 1.40988 -1.53111 -0.95478 -1.2 -0.2 0.8 -0.941
O 1.56342 -1.68923 0.44073 0.5 0.1 -0.4 -0.391
C 2.10680 -0.51745 1.04591 0.2 0.0 0.9 -0.877
H 3.66974 -6.01338 -3.25871 1.2 -0.9 0.6 0.269
H 4.68416 -4.58432 -2.61467 -1.1 1.0 -0.6 0.295
H 3.19073 -6.36128 -0.77997 -1.4 -0.3 -0.7 0.462
H 3.12888 -3.37129 -0.65019 -0.4 0.3 -0.2 0.409
H 2.30664 -4.48814 0.40992 -0.1 0.2 0.0 0.330
H -1.32895 -7.71828 -2.69895 -0.1 0.1 -0.2 0.327
H 0.01952 -6.62590 0.25353 -0.3 -0.3 0.2 0.359
H -1.88712 -5.05462 -3.84911 0.1 0.2 -0.1 0.426
H -2.24403 -5.64453 -2.24415 0.2 0.0 -0.1 0.462
H -4.16076 -4.51018 -2.92778 0.0 0.1 -0.3 0.755
H -3.25312 -3.00110 -3.28247 -0.3 -0.1 -0.1 0.138
H -2.91102 -3.98263 -0.47822 -0.1 -0.2 -0.1 0.293
H -3.26699 -2.39249 -1.07403 0.2 0.0 -0.1 -0.328
H -5.18740 -4.23342 0.03783 0.0 -0.3 -0.3 0.283
H -5.66487 -3.69590 -1.60682 0.0 -0.3 0.1 0.346
H -5.44528 -1.39620 -0.97422 0.2 0.2 0.2 0.300
H -4.77890 -1.81038 0.63470 0.1 0.0 -0.1 0.316
H -6.44931 -2.16461 0.24063 0.0 -0.1 0.0 0.497
H -1.60219 -1.21916 -1.55074 0.0 -0.1 0.0 0.191
H -0.04980 -0.04849 -2.95687 0.0 -0.1 0.2 0.356
H -1.50935 -0.32792 -3.89026 -0.1 0.1 0.2 0.515
H -0.52990 -2.10501 -5.14539 -0.1 -0.3 0.3 0.324
H 0.87962 -2.23187 -4.07120 -0.2 -0.1 0.2 0.096
H 1.80535 -0.93109 -5.69070 0.0 0.0 -0.1 0.380
H 0.28242 -0.21753 -6.18478 0.0 0.2 0.1 0.346
H 1.13773 0.38214 -4.74073 -0.1 0.0 0.0 0.364
H 2.36247 -1.38284 -1.47295 0.0 0.1 -0.1 0.408
H 0.71917 -0.69656 -1.10272 0.3 0.2 -0.4 0.529
H 2.85573 -0.01252 0.43183 -0.1 -0.1 -0.2 0.340
H 2.60791 -0.83654 1.95813 0.0 0.0 0.0 0.356
H 1.32244 0.17851 1.35597 -0.1 0.0 -0.3 0.282
C -4.12935 4.91435 -2.54346 0.1 0.2 0.2 -1.764
C -4.70518 3.49221 -2.29424 0.3 1.6 -1.1 2.044
C -6.17436 3.56450 -1.85307 -0.3 -0.3 0.5 -1.343
C -6.39694 3.92918 -0.38614 0.1 0.1 -0.1 -0.486
C -5.51932 3.07660 0.52544 -0.5 -0.1 -0.3 -1.211
C -4.04327 3.14696 0.13816 0.8 1.2 1.2 1.801
N -3.84016 2.78736 -1.29759 -2.0 -1.5 0.2 0.275
O -3.99087 1.50527 -1.43404 0.8 -0.1 -0.2 -0.449
C -3.51538 4.56234 0.44060 -0.1 0.3 -0.2 -1.800
C -3.22464 2.23514 1.04919 0.0 -0.6 -0.3 -1.926
C -4.67588 2.80393 -3.65866 0.2 -0.7 0.1 -2.051
H -3.11863 5.01691 -2.15107 0.0 0.0 0.1 0.328
H -4.05279 5.13482 -3.60743 -0.2 -0.1 0.0 0.506
H -4.74711 5.69810 -2.10279 0.1 0.0 0.1 0.334
H -6.64842 2.59325 -2.02815 0.2 -0.1 0.0 0.407
H -6.70379 4.27818 -2.48738 0.1 0.0 -0.1 0.349
H -6.20624 4.99309 -0.22322 0.1 0.0 0.0 0.300
H -7.44597 3.76902 -0.13084 0.0 0.0 0.0 0.408
H -5.64342 3.39871 1.56131 0.2 0.0 0.0 0.410
H -5.86559 2.03849 0.48655 0.1 0.0 -0.1 0.253
H -2.46704 4.66175 0.15428 0.0 0.0 0.0 0.377
H -3.58663 4.76257 1.50989 0.0 -0.2 0.0 0.439
H -4.07387 5.35503 -0.04999 0.0 0.0 -0.1 0.343
H -3.56030 1.19893 1.01241 0.0 0.0 -0.1 0.215
H -3.31565 2.56555 2.08328 -0.1 0.1 -0.1 0.439
H -2.16597 2.26388 0.78130 0.0 0.0 0.0 0.505
H -3.65262 2.66716 -4.01464 0.0 0.0 0.0 0.464
H -5.20800 3.41658 -4.38526 0.0 0.1 0.1 0.515
H -5.16744 1.83168 -3.64348 0.1 0.0 0.1 0.306
C 6.06697 1.29729 6.21835 -0.1 0.2 0.1 -1.805
C 5.96985 1.09609 4.68020 0.7 -0.4 1.8 2.074
C 7.12152 1.81180 3.95935 0.0 0.4 -0.5 -1.368
C 6.94654 3.32014 3.78973 0.0 0.0 0.1 -0.487
C 5.56662 3.64798 3.22711 0.5 -0.2 -0.2 -1.247
C 4.44201 3.03347 4.05867 -0.7 1.4 1.1 1.715
N 4.62528 1.55900 4.21535 1.1 0.0 -2.3 0.324
O 4.33959 0.97713 3.09114 -0.7 -0.3 0.3 -0.516
C 4.39111 3.73937 5.42694 0.2 -0.1 0.3 -1.802
C 3.09177 3.35000 3.41970 -0.2 -0.5 -0.4 -1.877
C 6.16098 -0.40440 4.46058 -0.4 -0.2 -0.5 -2.041
H 5.09261 1.49171 6.66386 0.0 0.0 -0.1 0.326
H 6.44212 0.40417 6.71632 0.1 0.0 -0.2 0.501
H 6.73580 2.11487 6.49111 -0.1 0.0 0.0 0.345
H 7.24303 1.37830 2.96122 -0.1 -0.1 0.0 0.411
H 8.05444 1.61367 4.49073 -0.1 -0.1 0.1 0.354
H 7.10872 3.83322 4.74106 -0.1 0.0 0.0 0.302
H 7.71304 3.69714 3.11005 0.0 0.0 0.0 0.400
H 5.43775 4.73109 3.17782 -0.2 0.0 0.1 0.408
H 5.50642 3.28758 2.19484 -0.1 -0.1 0.1 0.321
H 3.61439 3.31145 6.06249 0.0 0.0 0.0 0.379
H 4.16083 4.79602 5.28913 -0.1 0.0 -0.1 0.430
H 5.32910 3.70658 5.97483 0.0 -0.1 0.0 0.360
H 3.02134 2.99042 2.39340 0.1 -0.1 0.1 0.328
H 2.93806 4.42824 3.39327 0.1 0.0 0.1 0.421
H 2.27458 2.91002 3.99472 0.0 0.0 0.0 0.446
H 5.34442 -0.97932 4.90151 0.0 0.0 0.0 0.464
H 7.09135 -0.72355 4.92870 0.0 0.2 0.1 0.506
H 6.23259 -0.66319 3.40450 -0.1 0.1 0.0 0.336
```
Positions in Å, forces in eV/Å.

Output
orbital gap (alpha / beta) = 7.929 / 8.234 eV
net charge = +1
maximum force = 3.6 eV Å⁻¹
spin multiplicity = 3
expectation value of S² = 2.008
LUMO energy (alpha / beta) = -2.417 / -2.417 eV


Density functional theory data (ωB97M-V with the def2-TZVPD basis set) for 7 unconnected molecules or ions with the total composition C34H68BINO8.

```
113
Properties=species:S:1:pos:R:3:forces:R:3:mulliken_charge:R:1
C -2.41152 -2.24845 1.88656 -0.5 0.3 -0.5 -1.329
C -2.34831 -2.89097 0.49540 1.0 -0.1 0.8 -0.356
C -1.17579 -2.32507 -0.32691 -0.9 0.6 0.2 -0.430
C -1.63986 -1.20930 -1.26911 0.6 -0.4 -0.4 0.779
C -0.67248 -0.89783 -2.41872 -0.4 0.7 -0.1 -1.488
C 0.40306 0.12844 -2.08130 0.1 -0.2 0.6 -0.917
C 1.33517 -0.34335 -0.95426 0.2 0.0 -0.7 -0.132
C 2.78149 0.06105 -1.20868 -0.1 -0.4 -0.3 -0.361
C 3.77483 -0.60937 -0.25965 0.0 0.8 0.3 -0.692
C 4.20167 0.22053 0.97713 -0.7 -0.7 0.3 -0.776
C 3.28203 1.39170 1.35171 1.6 0.3 0.1 -0.705
B 3.70343 2.88387 0.85207 -3.1 0.4 0.8 0.685
I 5.25155 3.02767 -0.81128 1.0 -0.1 -0.7 -0.358
O 3.98483 3.84845 1.89881 1.1 -0.5 0.3 -0.658
C 3.66456 5.10498 1.40348 -0.7 0.4 -0.5 -0.232
C 2.43109 4.83975 0.47133 0.5 1.4 -2.2 -0.235
N 1.11697 5.40587 0.82344 1.3 -1.3 1.1 -0.425
C 0.61535 5.20549 1.96316 -0.5 0.3 0.0 0.937
C 0.87916 6.08610 3.17241 -0.3 -0.4 -0.7 -1.411
C -0.35231 4.08900 2.24806 -0.2 0.6 0.1 -1.363
O 2.45943 3.47176 0.23937 -0.1 -0.3 0.4 -0.256
H -3.01778 -2.83354 2.57215 0.0 -0.1 0.2 0.408
H -2.88075 -1.27244 1.79268 0.0 0.2 0.1 0.098
H -1.42089 -2.08514 2.29031 0.2 -0.2 0.2 0.410
H -2.16310 -3.95384 0.64836 -0.3 -0.2 -0.2 0.112
H -3.30486 -2.73372 0.00769 -0.2 -0.2 -0.3 0.291
H -0.66293 -3.11332 -0.87009 0.1 -0.1 -0.2 0.642
H -0.48032 -1.88569 0.37779 0.4 -0.2 0.0 -0.043
H -1.79911 -0.28248 -0.72119 -0.2 -0.2 0.1 -0.318
H -2.58783 -1.53694 -1.70257 -0.2 0.1 0.0 0.208
H -0.18858 -1.79401 -2.80283 0.0 -0.3 0.0 0.411
H -1.27022 -0.48169 -3.23466 0.0 -0.1 -0.2 0.382
H 1.00366 0.31519 -2.96825 0.1 0.1 -0.2 0.612
H -0.03461 1.08002 -1.78299 -0.2 0.1 -0.1 0.186
H 1.33096 -1.43272 -0.98384 0.0 -0.2 0.3 0.250
H 0.97941 -0.01845 0.01995 -0.1 0.0 0.2 0.265
H 2.99507 -0.32075 -2.20849 0.1 0.1 -0.1 0.470
H 2.89050 1.13968 -1.27248 0.1 0.2 0.2 0.000
H 4.66794 -0.85569 -0.82254 0.2 -0.2 -0.1 0.166
H 3.32145 -1.53849 0.08703 0.0 -0.2 -0.1 0.362
H 5.23190 0.53419 0.86724 0.2 0.3 -0.1 0.237
H 4.21228 -0.47199 1.82206 0.1 -0.2 0.1 0.439
H 2.24961 1.22209 1.07765 -0.2 -0.1 -0.2 0.114
H 3.29183 1.44850 2.44242 -0.1 0.2 0.2 0.314
H 4.40504 5.52485 0.71235 0.5 -0.4 0.0 0.201
H 3.59618 5.86277 2.18039 -0.6 -0.3 0.2 0.121
H 2.67623 5.30865 -0.48876 -0.1 0.3 0.0 0.272
H 1.35043 6.98986 2.82325 0.2 0.3 0.2 0.249
H 1.54395 5.51242 3.81185 0.2 0.1 0.3 0.290
H -0.06377 6.26700 3.68385 0.0 0.2 0.3 0.512
H -0.52402 3.48520 1.36889 0.3 -0.2 -0.1 0.196
H -0.01519 3.50861 3.10222 0.2 -0.3 0.1 0.372
H -1.28903 4.55825 2.56003 0.0 -0.1 0.1 0.504
C -4.76807 1.06861 1.80429 0.1 -0.2 -0.2 -1.315
C -3.55558 1.77897 1.25069 0.0 0.1 0.0 0.869
O -2.80046 1.22678 0.48452 -0.2 0.1 0.1 -0.440
C -3.32982 3.20325 1.68996 0.0 -0.1 -0.3 -1.214
H -4.80503 0.05731 1.40489 0.0 0.0 0.0 0.251
H -4.70805 1.01733 2.89271 -0.1 0.1 0.0 0.403
H -5.67742 1.59734 1.51252 0.0 0.0 0.1 0.407
H -3.20604 3.24593 2.77343 -0.1 0.0 0.0 0.361
H -4.17932 3.82304 1.39621 -0.1 0.0 0.2 0.389
H -2.43011 3.58976 1.21779 -0.4 -0.1 0.0 0.284
C 5.90050 7.65224 4.43528 -0.1 -0.2 -0.1 -1.088
C 4.71648 8.36868 3.83188 0.0 -0.1 0.0 0.780
O 3.82673 7.76072 3.28951 0.0 0.3 0.2 -0.463
C 4.69672 9.87675 3.93517 -0.2 0.0 -0.1 -1.190
H 5.78617 6.58052 4.28767 0.0 0.0 0.0 0.246
H 6.82208 7.98032 3.95159 0.0 0.1 0.1 0.341
H 5.95932 7.86141 5.50525 0.1 0.1 0.0 0.341
H 5.56831 10.29758 3.43108 0.1 0.0 0.1 0.337
H 4.70455 10.17989 4.98369 0.1 0.0 0.0 0.340
H 3.79506 10.25899 3.46195 0.0 0.0 0.0 0.290
C 5.04387 -0.41061 -5.83067 -0.2 0.0 0.1 -1.158
C 5.50740 -0.91785 -4.48467 0.0 0.1 0.1 0.882
O 4.72253 -1.23898 -3.62742 0.0 -0.2 -0.1 -0.495
C 6.99862 -0.99938 -4.25926 0.0 -0.1 0.2 -1.175
H 3.95664 -0.40027 -5.85650 0.0 0.0 0.0 0.271
H 5.41209 0.60337 -5.99414 0.1 0.0 -0.1 0.334
H 5.41349 -1.06272 -6.62461 0.1 0.1 0.0 0.350
H 7.44569 -0.00909 -4.35849 0.0 0.0 -0.1 0.342
H 7.45111 -1.67659 -4.98679 0.0 0.1 -0.1 0.361
H 7.19059 -1.37377 -3.25661 0.0 0.0 0.0 0.274
C -2.44608 -7.09856 -1.47814 -0.1 -0.2 -0.2 -0.816
C -2.96673 -6.49421 -2.75808 0.0 0.0 0.0 0.565
O -3.38625 -7.18370 -3.66111 0.0 0.0 0.0 -0.591
C -2.94192 -4.98938 -2.85865 -0.1 0.0 -0.2 -0.716
H -2.51910 -8.18126 -1.53294 0.0 0.0 0.0 0.165
H -1.40156 -6.82254 -1.32902 0.0 0.1 0.1 0.340
H -3.03448 -6.74637 -0.63027 0.1 0.1 0.1 0.266
H -1.91741 -4.62476 -2.76674 0.0 0.1 0.2 0.218
H -3.55184 -4.55402 -2.06481 0.2 0.1 0.1 0.208
H -3.34114 -4.68248 -3.82321 0.0 0.0 0.0 0.355
C -6.71696 -1.33674 -3.09686 -0.2 0.0 0.1 -0.993
C -6.67246 -0.21193 -2.08991 0.0 0.1 0.1 0.748
O -7.63675 0.06765 -1.41346 0.0 0.0 0.0 -0.578
C -5.37252 0.53973 -1.96905 -0.2 0.1 0.2 -0.288
H -7.70346 -1.79516 -3.08497 0.0 0.0 0.0 0.322
H -6.51582 -0.95083 -4.09732 0.2 -0.1 0.0 0.324
H -5.97012 -2.09200 -2.84609 0.1 0.1 -0.1 0.164
H -5.12149 1.00601 -2.92311 0.2 -0.1 0.0 0.460
H -4.57431 -0.14126 -1.66777 0.1 0.1 -0.2 -0.226
H -5.47280 1.31685 -1.21512 0.0 0.0 0.0 0.132
C -4.05559 -9.11407 2.76960 0.2 0.2 0.0 -1.151
C -3.24481 -9.28695 1.50727 0.1 0.0 0.0 0.898
O -2.26577 -8.61382 1.28886 0.0 0.0 0.0 -0.526
C -3.71491 -10.33884 0.53050 0.2 0.1 -0.1 -1.150
H -3.61170 -8.33072 3.37944 0.0 0.0 0.0 0.309
H -5.08027 -8.83304 2.52075 0.0 -0.1 0.0 0.319
H -4.06525 -10.04521 3.33850 -0.1 0.0 0.0 0.339
H -4.72528 -10.10790 0.18889 -0.1 -0.1 0.1 0.307
H -3.71090 -11.32024 1.00758 -0.1 0.0 0.0 0.384
H -3.04810 -10.36050 -0.32816 0.0 0.0 0.0 0.288
```
Positions in Å, forces in eV/Å.

Output
orbital gap = 5.983 eV
net charge = -1
maximum force = 3.3 eV Å⁻¹
LUMO energy = 1.814 eV